Entry 1:
10
Properties=species:S:1:pos:R:3:lowdin_charge:R:1 method="wB97M-V/def2-TZVPD" charge=+1 smiles="C#CC1=[N+]=C1C" energy_ha=-247.20090 lumo_energy_ha=-0.2288 orbital_gap_ha=0.36691 relative_energy_ev=1.661 homo_ha=-0.596 max_force_ha_per_bohr=0.173
C -3.79 0.30 -0.34 0.19
C -2.74 -0.15 -0.07 0.05
C -1.32 -0.83 0.12 0.06
C 0.07 -0.74 0.07 -0.12
C 1.28 -0.13 -0.25 0.04
N -0.51 -1.85 0.56 0.37
H -4.51 1.02 -0.50 0.06
H 1.40 0.94 -0.25 0.13
H 1.47 -0.39 -1.26 0.13
H 2.12 -0.52 0.22 0.10



Entry 2:
14
Properties=species:S:1:pos:R:3:lowdin_charge:R:1 method="wB97M-V/def2-TZVPD" charge=+1 smiles="C=C[NH2+]CN" energy_ha=-228.90699 lumo_energy_ha=-0.1261 orbital_gap_ha=0.42101 relative_energy_ev=2.172 homo_ha=-0.547 max_force_ha_per_bohr=0.064
C -2.46 0.40 -0.10 0.11
C -1.45 -0.45 0.13 -0.12
C 1.08 -0.31 -0.42 -0.25
N 2.20 0.24 0.17 0.03
N -0.08 -0.06 0.56 0.04
H -3.46 0.20 -0.44 0.09
H -2.29 1.39 0.23 0.06
H -1.48 -1.38 -0.31 0.10
H 0.73 0.12 -1.33 0.13
H 1.19 -1.36 -0.54 0.13
H 2.20 1.23 0.00 0.09
H 3.11 -0.34 -0.03 0.18
H 0.04 -0.46 1.55 0.21
H 0.06 1.01 0.70 0.20



Entry 3:
11
Properties=species:S:1:pos:R:3:lowdin_charge:R:1 method="wB97M-V/def2-TZVPD" charge=0 smiles="O=C1CN[P@@H](=O)O1" energy_ha=-700.48805 lumo_energy_ha=0.0180 orbital_gap_ha=0.42104 relative_energy_ev=0.401 homo_ha=-0.403 max_force_ha_per_bohr=0.076
C -1.13 0.82 -0.32 -0.51
C -0.07 0.72 0.82 -0.15
N 0.38 -0.66 0.69 -0.15
O -1.93 1.68 -0.46 0.15
O 0.33 -2.46 -1.22 -0.28
O -0.84 -0.13 -1.26 -0.09
P 0.48 -1.05 -0.89 0.57
H 0.71 1.54 0.81 0.13
H -0.60 0.73 1.95 0.18
H 1.17 -0.89 1.22 0.08
H 1.51 -0.29 -1.34 0.05



Entry 4:
22
Properties=species:S:1:pos:R:3:lowdin_charge:R:1 method="wB97M-V/def2-TZVPD" charge=+2 energy_ha=-345.43749 lumo_energy_ha="-0.2673 / -0.4878" spin_multiplicity=2 orbital_gap_ha="0.41284 / 0.19231" relative_energy_ev=1.072 homo_ha="-0.680 / -0.680" max_force_ha_per_bohr=0.070
C -0.35 1.56 -1.66 -0.02
C -0.11 0.79 -0.37 -0.30
C 0.17 -0.74 -0.66 -0.10
C 1.17 -1.52 0.21 -0.14
N 1.05 -1.30 1.63 0.30
N 1.05 1.47 0.37 0.23
H -1.22 1.16 -2.17 0.11
H -0.53 2.62 -1.46 0.11
H 0.52 1.50 -2.33 0.11
H -0.93 0.90 0.34 0.13
H -0.81 -1.22 -0.56 0.12
H 0.50 -0.84 -1.69 0.14
H 2.21 -1.25 -0.07 0.16
H 1.09 -2.62 0.01 0.21
H 1.77 -1.79 2.18 0.18
H 1.27 0.91 1.19 0.14
H 0.14 -1.56 2.04 0.18
H 1.87 1.55 -0.23 0.18
H 0.79 2.44 0.60 0.19
H -3.25 -0.84 1.63 0.06
H -3.56 -0.65 0.20 0.07
O -2.82 -0.58 0.81 -0.05



Entry 5:
10
Properties=species:S:1:pos:R:3:lowdin_charge:R:1 method="wB97M-V/def2-TZVPD" charge=0 smiles=SCCS energy_ha=-876.08448 lumo_energy_ha=0.0106 orbital_gap_ha=0.34888 relative_energy_ev=2.340 homo_ha=-0.338 max_force_ha_per_bohr=0.083
C -0.68 -0.04 0.11 -0.75
C 0.82 0.13 -0.11 -0.62
H 0.09 -0.44 2.60 0.01
H -1.37 0.92 -0.07 0.10
H -1.05 -0.81 -0.64 0.05
H 1.29 -0.83 0.11 0.06
H 1.20 0.74 0.73 0.06
H -0.22 0.28 -2.54 0.00
S -1.26 -0.77 1.71 0.56
S 1.18 0.81 -1.89 0.54



Entry 6:
84
Properties=species:S:1:pos:R:3:lowdin_charge:R:1 method="wB97M-V/def2-TZVPD" charge=+4 energy_ha=-2003.04183 lumo_energy_ha="-0.4712 / -0.6244" spin_multiplicity=4 orbital_gap_ha="0.30467 / 0.15060" relative_energy_ev=2.533 homo_ha="-0.776 / -0.775" max_force_ha_per_bohr=0.157
Re -0.04 0.33 0.36 0.88
C 0.58 -0.12 -1.39 -0.35
O 0.99 -0.37 -2.48 0.15
C 0.71 2.09 0.15 -0.25
O 1.18 3.16 -0.01 0.19
P -2.11 0.85 -1.09 1.04
C -3.50 1.69 -0.17 -0.50
H -4.21 2.00 -0.95 0.11
C -1.80 2.11 -2.46 -0.48
H -0.97 2.70 -2.03 0.09
C -3.03 -0.56 -1.90 -0.50
H -3.32 -1.19 -1.03 0.11
C 2.34 -2.61 0.44 -0.47
P 2.03 -0.83 1.03 1.03
H 3.43 -1.34 2.90 0.13
H 1.47 -3.13 0.85 0.12
C 3.68 -0.05 0.55 -0.42
H 4.40 -0.86 0.74 0.13
C -1.31 1.50 -3.78 -0.08
H -2.12 1.02 -4.35 0.09
H -0.49 0.79 -3.66 0.05
H -0.92 2.32 -4.41 0.12
C -2.97 3.06 -2.77 -0.07
H -2.65 3.72 -3.58 0.12
H -3.26 3.69 -1.94 0.07
H -3.86 2.52 -3.12 0.09
C -4.32 -0.14 -2.60 -0.06
H -5.02 0.41 -1.95 0.08
H -4.83 -1.06 -2.90 0.12
H -4.14 0.45 -3.51 0.09
C -2.20 -1.46 -2.83 -0.08
H -2.75 -2.40 -2.97 0.11
H -1.22 -1.71 -2.42 0.05
H -2.06 -1.01 -3.82 0.09
C -4.22 0.74 0.79 -0.08
H -4.90 0.05 0.27 0.10
H -4.81 1.30 1.52 0.11
H -3.49 0.13 1.34 0.03
C -2.98 2.94 0.54 -0.09
H -2.27 2.66 1.32 0.03
H -3.82 3.47 1.01 0.12
H -2.47 3.64 -0.14 0.08
C 3.63 -3.24 0.99 -0.06
H 3.76 -3.15 2.07 0.08
H 4.51 -2.82 0.49 0.10
H 3.60 -4.31 0.75 0.13
C 2.32 -2.85 -1.07 -0.07
H 3.16 -2.36 -1.59 0.09
C 2.08 0.05 3.76 -0.10
H 1.39 -2.54 -1.56 0.06
H 2.43 -3.93 -1.24 0.12
C 1.56 -2.35 3.40 -0.07
H 1.00 0.13 3.95 0.05
H 2.57 -0.10 4.74 0.12
H 2.43 1.00 3.36 0.05
C 2.35 -1.15 2.86 -0.49
H 1.69 -2.41 4.49 0.12
H 1.88 -3.29 2.96 0.08
H 0.49 -2.22 3.20 0.07
C 4.05 1.16 1.41 -0.05
H 3.29 1.95 1.33 0.08
H 5.00 1.58 1.04 0.14
H 4.21 0.90 2.46 0.09
C 3.77 0.36 -0.92 -0.06
H 3.46 -0.42 -1.63 0.07
H 4.82 0.61 -1.15 0.14
H 3.17 1.26 -1.12 0.09
H 0.05 -1.24 1.21 0.05
H -1.60 -0.56 0.26 0.05
C -0.49 3.88 4.80 0.07
C -0.81 2.64 4.08 -0.17
C -1.57 1.54 4.43 0.22
C -1.48 0.62 3.38 -0.25
N -0.71 1.14 2.39 -0.03
N -0.32 2.38 2.86 0.12
C -2.09 -0.71 3.35 0.01
H -0.70 4.77 4.19 0.13
H -1.07 3.95 5.72 0.13
H 0.58 3.91 5.08 0.13
H -2.13 1.39 5.34 0.18
H 0.27 3.03 2.33 0.17
H -1.76 -1.31 2.50 0.06
H -1.84 -1.23 4.29 0.14
H -3.19 -0.62 3.33 0.13



Repeat the first record exactly.
10
Properties=species:S:1:pos:R:3:lowdin_charge:R:1 method="wB97M-V/def2-TZVPD" charge=+1 smiles="C#CC1=[N+]=C1C" energy_ha=-247.20090 lumo_energy_ha=-0.2288 orbital_gap_ha=0.36691 relative_energy_ev=1.661 homo_ha=-0.596 max_force_ha_per_bohr=0.173
C -3.79 0.30 -0.34 0.19
C -2.74 -0.15 -0.07 0.05
C -1.32 -0.83 0.12 0.06
C 0.07 -0.74 0.07 -0.12
C 1.28 -0.13 -0.25 0.04
N -0.51 -1.85 0.56 0.37
H -4.51 1.02 -0.50 0.06
H 1.40 0.94 -0.25 0.13
H 1.47 -0.39 -1.26 0.13
H 2.12 -0.52 0.22 0.10